84
Properties=species:S:1:pos:R:3:lowdin_spin:R:1 method="wB97M-V/def2-TZVPD" multiplicity=5 homo_lumo_gap_ev="5.84 / 4.17" lumo_energy_ha="-0.27811 / -0.43418" de_lowest_ev=0.000 charge=+3
Rh -0.26779 0.64800 -0.19904 1.7479
P -2.53955 1.26959 -0.19002 0.1425
P 0.03794 -0.39151 -2.18951 0.1019
P 0.32354 2.82939 -0.61427 0.1283
H 1.34713 -0.20555 1.89661 0.0127
C 1.06506 0.82236 1.67304 0.1381
C -0.21143 1.27255 2.06263 0.0372
H -0.88290 0.60151 2.59942 0.0020
C -3.80450 0.18976 0.58289 0.0317
C -3.18665 1.49981 -1.87761 0.0166
C -2.90444 2.84675 0.65823 0.0229
C 1.64842 -1.19771 -1.91647 0.0481
C -1.01409 -1.73831 -2.83404 0.0158
C 0.20208 0.65247 -3.67126 0.0065
C 0.40095 4.03014 0.77601 0.0230
C -0.46398 3.74696 -1.98155 0.0138
C 2.05194 2.79855 -1.12535 0.0464
H 1.87873 1.54253 1.56852 0.0112
H -0.35559 2.33255 2.29015 0.0002
H -3.52646 -0.05650 1.61583 0.0003
H -3.91862 -0.73904 0.00977 0.0003
H -4.75258 0.74138 0.57712 0.0058
H -2.94390 0.63721 -2.51810 0.0009
H -2.77932 2.41607 -2.32932 -0.0003
H -4.28071 1.59445 -1.80908 0.0045
H -2.44810 2.84094 1.65505 0.0013
H -3.99502 2.91361 0.76357 0.0053
H -2.54417 3.71039 0.08564 0.0001
H 2.04126 -1.66326 -2.82920 0.0097
H 1.54495 -1.96542 -1.13550 0.0003
H 2.34783 -0.43949 -1.53470 0.0067
H -0.78392 -1.93731 -3.89347 0.0033
H -2.07790 -1.47064 -2.77265 0.0011
H -0.85602 -2.67523 -2.28419 0.0007
H 0.32019 0.03346 -4.56878 0.0020
H 1.06137 1.32352 -3.60877 -0.0001
H -0.70860 1.24381 -3.80390 0.0003
H 0.87399 4.94944 0.42183 0.0050
H 0.99589 3.61195 1.59134 0.0001
H -0.60919 4.24296 1.13021 0.0002
H 0.11590 4.65397 -2.17290 0.0040
H -1.47855 4.03962 -1.71340 0.0001
H -0.47934 3.14860 -2.89275 0.0000
H 2.49726 3.78867 -1.14334 0.0082
H 2.13662 2.36617 -2.11948 0.0001
H 2.58930 2.16537 -0.42472 0.0036
C 5.14048 1.43789 -1.77533 0.2218
C 6.24411 0.74681 -2.33366 0.0933
C 7.52614 1.08683 -1.88562 0.0571
C 7.72196 2.09712 -0.93871 0.2841
C 6.63437 2.83561 -0.46491 0.0416
C 5.34445 2.52364 -0.91055 0.1156
O 3.82451 1.07007 -1.95223 0.1747
H 3.65137 0.31951 -2.55622 0.0008
H 6.08453 -0.02725 -3.08226 0.0012
H 8.39421 0.55050 -2.27476 -0.0006
H 8.72703 2.32935 -0.55633 0.0099
H 6.74975 3.64127 0.24820 -0.0016
H 4.48284 3.08106 -0.56388 0.0031
N -0.87136 -1.27132 0.41106 0.2832
S -0.67952 -2.07516 1.83861 0.0492
C -2.23463 -1.94470 2.76792 0.0136
C -3.36233 -2.69451 2.41609 0.0033
C -4.56611 -2.50974 3.09963 0.0003
C -4.63930 -1.58758 4.15462 0.0031
C -3.49910 -0.85920 4.52219 0.0005
C -2.29042 -1.07119 3.86430 0.0037
C -0.71042 -3.87343 1.57584 0.0189
C -0.71213 -4.69604 2.71333 0.0033
C -0.85815 -6.07610 2.57175 0.0016
C -0.96380 -6.64238 1.29943 -0.0008
C -0.90355 -5.82355 0.16993 0.0002
C -0.74233 -4.43914 0.29773 0.0017
H -1.63928 -1.68419 -0.12097 0.0048
H -3.27780 -3.44985 1.63513 0.0001
H -5.43603 -3.10631 2.81388 0.0000
H -5.59060 -1.45599 4.68981 0.0001
H -3.55414 -0.14063 5.33612 0.0001
H -1.38134 -0.60358 4.22214 0.0003
H -0.63064 -4.24138 3.70722 0.0002
H -0.89852 -6.70270 3.46936 0.0003
H -1.09147 -7.71838 1.19293 0.0000
H -0.98995 -6.25118 -0.82794 0.0001
H -0.66989 -3.79872 -0.57834 0.0010